Entry 1:
# C7H9N

The molecule C7H9N at a distorted geometry (the ωB97M-V functional and the def2-TZVPD basis, the OMol25 dataset).

Geometry as XYZ:
```
17
Properties=species:S:1:pos:R:3:mulliken_charge:R:1
C 2.678 0.257 0.045 -1.168
N 1.580 -0.667 -0.136 -0.304
C 0.218 -0.322 -0.048 1.003
C -0.190 0.998 -0.077 -0.247
C -1.593 1.294 -0.062 -0.275
C -2.553 0.264 0.054 -0.778
C -2.029 -1.061 0.019 -0.191
C -0.727 -1.358 -0.007 -0.718
H 2.674 1.059 -0.540 0.407
H 2.640 0.861 1.078 0.284
H 3.532 -0.133 -0.025 0.488
H 1.730 -1.825 0.107 0.268
H 0.600 1.974 -0.216 0.032
H -1.752 2.384 -0.008 0.304
H -3.492 0.676 0.019 0.434
H -2.876 -2.065 -0.018 0.104
H -0.441 -2.336 -0.185 0.355
```

Its SMILES is CNc1ccccc1. For the HOMO-LUMO gap, the calculation gives 8.737 eV.

---

Entry 2:
# C7H9N

A cluster of 2 separate species, C7H9N in total (the ωB97M-V functional and the def2-TZVPD basis, the OMol25 dataset).

Geometry as XYZ:
```
17
Properties=species:S:1:pos:R:3:mulliken_charge:R:1
C -1.819 1.741 1.055 -0.217
C -1.428 0.789 1.993 -0.286
C -0.070 0.509 2.138 -0.179
N 0.894 1.107 1.422 -0.564
C 0.502 2.022 0.522 -0.182
C -0.830 2.371 0.304 -0.283
H -2.879 1.989 0.912 0.355
H -2.167 0.263 2.612 0.329
H 0.268 -0.237 2.870 0.351
H 1.303 2.501 -0.056 0.350
H -1.084 3.129 -0.449 0.329
C 1.871 -2.794 -2.126 -0.436
C 0.565 -2.600 -2.315 -0.437
H 2.422 -2.236 -1.360 0.225
H 2.431 -3.517 -2.731 0.213
H 0.006 -1.877 -1.710 0.222
H 0.015 -3.158 -3.081 0.211
```

Its SMILES is c1ccncc1.C=C. For the HOMO-LUMO gap, the calculation gives 10.740 eV.

---

Entry 3:
# C7H9N

The molecule C7H9N at a distorted geometry (the ωB97M-V functional and the def2-TZVPD basis, the OMol25 dataset).

Geometry as XYZ:
```
17
Properties=species:S:1:pos:R:3:mulliken_charge:R:1
C -0.528 2.363 -0.015 -0.493
C -1.247 1.168 -0.010 0.829
C 1.356 1.424 0.070 0.080
C -0.603 0.054 -0.480 -0.807
C 0.919 0.118 -0.619 0.719
C -2.758 0.922 0.244 -1.057
C 1.780 -1.125 -0.331 -1.307
N 2.391 1.892 0.458 -0.561
H -1.224 -0.759 -0.695 0.281
H 1.177 0.470 -1.682 0.163
H -2.840 1.040 1.348 0.262
H -3.003 -0.184 -0.102 0.255
H -3.394 1.712 -0.121 0.350
H 2.744 -0.780 -0.148 0.347
H 1.855 -1.810 -1.110 0.385
H 1.363 -1.773 0.496 0.304
H 3.213 1.412 0.240 0.250
```

For the HOMO-LUMO gap (spin up / spin down), the calculation gives 6.958 / 6.948 eV.

---

Entry 4:
# C7H9N

A structure of composition C7H9N at a distorted geometry (the ωB97M-V functional and the def2-TZVPD basis, the OMol25 dataset).

Geometry as XYZ:
```
17
Properties=species:S:1:pos:R:3:mulliken_charge:R:1
C 1.330 -1.612 -0.226 -0.868
C 2.330 -0.945 0.398 -0.437
C -1.360 -0.356 -0.012 0.133
C 0.868 -0.387 -0.973 0.314
C 1.913 0.341 -0.063 0.300
C -2.588 0.440 0.218 -0.967
C 2.021 1.634 0.064 -1.047
N -0.438 0.159 -0.826 -0.474
H 1.060 -2.672 -0.301 0.449
H 3.046 -1.498 1.084 0.316
H 1.240 -0.255 -1.999 0.408
H -2.832 1.282 -0.514 0.271
H -2.510 0.927 1.192 0.248
H -3.569 -0.243 0.099 0.272
H -1.241 -1.253 0.628 0.363
H 1.337 2.218 -0.542 0.347
H 2.599 1.986 0.859 0.372
```

As for the spin multiplicity: 3. For the HOMO-LUMO gap (spin up / spin down), the calculation gives 6.515 / 7.208 eV. As for the expectation value of S²: 2.014.